Entry 1:
C4H6N2O | wB97M-V/def2-TZVPD

Summary:
- Energy: -9265.858 eV
- ΔE to the lowest compared entry with this formula, charge and spin: 737.5 kJ/mol
- SMILES: C1=NN[C@@H]2C[C@H]2O1
- Largest force on an atom: 10.69 eV/Å
- Molecular weight: 98.1 g/mol
- 2S+1: 1

Geometry as XYZ:
```
13
Properties=species:S:1:pos:R:3:forces:R:3
C 0.967 0.899 1.248 2.2881 1.9235 0.3966
N 1.769 0.195 0.478 -2.5159 1.4782 0.6786
N 1.270 -0.500 -0.739 -2.7960 2.4687 2.0822
C -0.245 -0.940 -0.346 3.1387 2.9018 0.7842
C -1.667 -0.232 -0.717 1.6263 -3.4557 5.3700
C -0.683 0.586 0.023 -0.2590 -3.8262 -9.9813
O -0.419 1.178 1.099 1.2818 1.2461 4.7304
H 1.287 1.758 2.046 0.0251 -2.9374 -1.8724
H 1.981 -1.159 -0.826 0.7608 -2.0993 -0.4208
H 0.067 -1.683 0.415 -1.9219 0.4614 -0.0622
H -2.264 -0.855 -0.031 -0.7115 0.2801 -0.8418
H -1.841 -0.256 -1.714 -1.0521 0.9011 -2.7282
H -0.221 1.009 -0.938 0.1357 0.6579 1.8648
```
Positions in Å, forces in eV/Å.

natural (NBO) atomic charge list, values in e, 6 entries:
1 C 0.283
2 N -0.311
3 N -0.458
4 C -0.192
5 C -0.355
6 C 0.101


Entry 2:
C4H6N2O | wB97M-V/def2-TZVPD

Summary:
- Energy: -9269.607 eV
- ΔE to the lowest compared entry with this formula, charge and spin: 375.8 kJ/mol
- SMILES: Nc1ccc(O)[nH]1
- Largest force on an atom: 1.24 eV/Å
- Molecular weight: 98.1 g/mol
- 2S+1: 1

Geometry as XYZ:
```
13
Properties=species:S:1:pos:R:3:forces:R:3
N -2.004 -0.154 -0.153 -0.1223 0.0989 0.0672
C -0.720 0.036 0.268 -0.2326 -0.0203 0.3211
C 0.068 1.237 0.217 -0.0419 0.0907 0.0814
C 1.360 0.846 0.471 -0.1062 0.1459 -0.1874
C 1.424 -0.598 0.557 -0.0870 0.1511 -0.0828
O 1.583 -1.108 -0.802 1.2382 -0.0321 0.0999
N 0.018 -0.924 0.793 -0.3368 0.0468 -0.6182
H -2.251 0.452 -0.925 -0.1909 0.0774 0.2880
H -2.217 -1.122 -0.358 -0.0755 0.1775 0.0465
H -0.319 2.222 -0.008 -0.0002 -0.0892 0.1867
H 2.232 1.495 0.486 -0.1825 -0.2038 -0.4062
H 1.151 -0.453 -1.400 0.2217 -0.4703 0.4906
H -0.237 -1.898 0.787 -0.0841 0.0274 -0.2870
```
Positions in Å, forces in eV/Å.

natural (NBO) atomic charge list, values in e, 6 entries:
1 N -0.782
2 C 0.456
3 C -0.421
4 C -0.116
5 C 0.057
6 O -0.729


Entry 3:
C4H6N2O | wB97M-V/def2-TZVPD

Summary:
- Energy: -9272.227 eV
- ΔE to the lowest compared entry with this formula, charge and spin: 123.0 kJ/mol
- SMILES: c1cncnc1.O
- Largest force on an atom: 2.54 eV/Å
- Molecular weight: 98.1 g/mol
- 2S+1: 1

Geometry as XYZ:
```
13
Properties=species:S:1:pos:R:3:forces:R:3
C -0.288 0.332 0.862 -1.6131 0.8925 0.1615
C 0.724 0.078 -0.078 -1.1954 1.1206 1.7719
N 0.855 0.897 -1.130 0.7461 -1.3377 -0.4421
C -0.018 1.856 -1.325 -0.7555 0.5656 1.6583
N -1.019 2.197 -0.455 0.1164 -0.4731 -0.5562
C -1.191 1.425 0.631 1.6547 -0.8363 -1.7430
H -0.552 -0.221 1.773 0.8072 -0.2910 -0.5805
H 1.434 -0.721 0.175 -0.0711 0.4560 -0.7220
H 0.132 2.460 -2.230 -0.3325 -0.1226 0.5130
H -2.091 1.600 1.236 0.6560 0.0905 -0.0259
O 0.801 -3.383 0.552 -0.3845 0.2959 -1.0837
H -0.010 -3.720 0.109 0.8806 0.3854 0.4269
H 1.225 -2.800 -0.118 -0.5090 -0.7458 0.6219
```
Positions in Å, forces in eV/Å.

natural (NBO) atomic charge list, values in e, 6 entries:
1 C -0.289
2 C 0.052
3 N -0.451
4 C 0.244
5 N -0.444
6 C 0.065


Entry 4:
C4H6N2O | wB97M-V/def2-TZVPD

Summary:
- Energy: -9270.204 eV
- ΔE to the lowest compared entry with this formula, charge and spin: 318.2 kJ/mol
- SMILES: [H]/N=c1\cc(C)[nH]o1
- Largest force on an atom: 0.71 eV/Å
- Molecular weight: 98.1 g/mol
- 2S+1: 1

Geometry as XYZ:
```
13
Properties=species:S:1:pos:R:3:forces:R:3
H 2.863 0.922 0.392 0.2250 -0.0431 0.3246
N 2.737 -0.037 0.078 -0.0836 0.0137 0.4222
C 1.588 -0.435 0.408 0.3317 0.2767 -0.1974
C 0.383 0.264 0.920 -0.0897 0.0415 -0.1883
C -0.566 -0.132 0.072 0.0327 0.1379 0.0904
C -1.930 0.388 -0.213 -0.0313 0.0127 0.0326
N -0.069 -1.203 -0.763 -0.1763 0.0549 -0.0651
O 1.130 -1.628 -0.105 0.2264 -0.0430 0.0082
H 0.334 1.024 1.689 0.0678 -0.0754 -0.2160
H -1.984 0.732 -1.253 -0.0118 -0.0720 0.1341
H -2.686 -0.391 -0.084 0.1083 0.0659 -0.0119
H -2.160 1.235 0.437 0.0120 -0.1325 -0.0682
H 0.360 -0.741 -1.579 -0.6112 -0.2372 -0.2652
```
Positions in Å, forces in eV/Å.

natural (NBO) atomic charge list, values in e, 6 entries:
1 H 0.341
2 N -0.643
3 C 0.516
4 C -0.369
5 C 0.199
6 C -0.655


Entry 5:
C4H6N2O | wB97M-V/def2-TZVPD

Summary:
- Energy: -9269.841 eV
- ΔE to the lowest compared entry with this formula, charge and spin: 353.2 kJ/mol
- Largest force on an atom: 4.01 eV/Å
- Molecular weight: 98.1 g/mol
- 2S+1: 1

Geometry as XYZ:
```
13
Properties=species:S:1:pos:R:3:forces:R:3
C -1.571 3.135 -0.786 -0.0867 -0.0205 -0.1426
C 0.793 -0.158 1.250 -1.7869 0.4424 -1.1968
C 0.392 -0.527 -0.184 -0.1250 2.2742 0.4905
C -0.160 -1.774 -0.700 -1.3499 -1.3682 -0.7348
N 0.583 1.214 0.741 -2.7335 -2.7730 -0.9511
N 0.283 0.724 -0.594 0.8417 -1.1110 1.5678
O -2.187 2.630 -1.582 0.0452 0.0732 0.1224
H 1.163 1.951 0.896 2.2608 2.2702 -0.0017
H -0.062 -0.400 1.977 1.8649 -0.0687 -0.5326
H 1.838 -0.386 1.423 -0.0330 -0.2759 0.8485
H -1.202 -1.649 -1.113 0.9085 0.0953 0.5981
H -0.220 -2.434 0.184 -0.1064 -0.0559 -0.5878
H 0.350 -2.327 -1.512 0.3003 0.5178 0.5202
```
Positions in Å, forces in eV/Å.

natural (NBO) atomic charge list, values in e, 6 entries:
1 C 0.506
2 C -0.305
3 C 0.184
4 C -0.681
5 N -0.474
6 N -0.230


Entry 6:
C4H6N2O | wB97M-V/def2-TZVPD

Summary:
- Energy: -9270.671 eV
- ΔE to the lowest compared entry with this formula, charge and spin: 273.1 kJ/mol
- Largest force on an atom: 1.91 eV/Å
- Molecular weight: 98.1 g/mol
- 2S+1: 1

Geometry as XYZ:
```
13
Properties=species:S:1:pos:R:3:forces:R:3
C 0.221 0.263 1.905 0.6942 0.1384 0.2378
C -2.234 -1.547 -1.054 0.4727 1.1094 -0.8122
N -1.477 -0.776 -1.534 -1.0838 -1.5491 0.2895
C -0.308 -0.084 -1.732 0.1462 0.0867 -0.1215
C 0.369 0.210 -0.602 -0.5770 0.0561 0.1699
O 1.592 0.786 -0.608 -0.1864 0.1203 0.1780
N -0.249 -0.037 0.595 -0.1635 -0.3112 -0.0142
H 0.626 1.261 1.828 0.3221 0.2451 0.7318
H 0.978 -0.473 2.151 0.5290 0.1749 0.6074
H -0.574 0.195 2.678 0.3136 0.2315 -0.8143
H -0.010 0.193 -2.723 0.1377 -0.1391 -0.2008
H 1.890 0.862 -1.531 -0.1663 0.0229 0.4466
H -0.824 -0.853 0.628 -0.4384 -0.1859 -0.6980
```
Positions in Å, forces in eV/Å.

natural (NBO) atomic charge list, values in e, 6 entries:
1 C -0.405
2 C 0.224
3 N -0.503
4 C -0.299
5 C 0.525
6 O -0.657


Entry 7:
C4H6N2O | wB97M-V/def2-TZVPD

Summary:
- Energy: -9272.940 eV
- ΔE to the lowest compared entry with this formula, charge and spin: 54.2 kJ/mol
- SMILES: Cc1ncc(O)[nH]1
- Largest force on an atom: 0.36 eV/Å
- Molecular weight: 98.1 g/mol
- 2S+1: 1

Geometry as XYZ:
```
13
Properties=species:S:1:pos:R:3:forces:R:3
C 2.176 -0.169 0.130 0.0551 -0.0054 -0.0169
C 0.719 -0.075 -0.182 0.0663 -0.0475 -0.0541
N 0.155 -0.362 -1.323 0.1183 0.0532 0.2748
C -1.203 -0.174 -1.144 -0.2671 0.0198 0.0489
C -1.442 0.218 0.140 0.2554 -0.0905 -0.2328
O -2.551 0.494 0.868 -0.1449 -0.0236 -0.1074
N -0.220 0.295 0.753 -0.0571 -0.0158 0.0000
H 2.648 -0.785 -0.638 -0.0525 0.1098 0.1027
H 2.343 -0.641 1.105 -0.0203 0.0682 -0.1435
H 2.668 0.810 0.137 -0.1082 -0.1086 -0.0014
H -1.917 -0.343 -1.939 0.1050 0.0224 0.1390
H -3.312 0.147 0.386 0.0557 0.1100 0.1135
H -0.063 0.584 1.705 -0.0057 -0.0920 -0.1228
```
Positions in Å, forces in eV/Å.

natural (NBO) atomic charge list, values in e, 6 entries:
1 C -0.654
2 C 0.337
3 N -0.450
4 C -0.205
5 C 0.393
6 O -0.668


Entry 8:
C4H6N2O | wB97M-V/def2-TZVPD

Summary:
- Energy: -9269.876 eV
- ΔE to the lowest compared entry with this formula, charge and spin: 349.9 kJ/mol
- SMILES: N#C[C@@H]1CCNO1
- Largest force on an atom: 4.69 eV/Å
- Molecular weight: 98.1 g/mol
- 2S+1: 1

Geometry as XYZ:
```
13
Properties=species:S:1:pos:R:3:forces:R:3
N -3.233 0.333 -0.963 -3.3110 0.4438 -0.4259
C -2.131 0.232 -0.767 4.6293 -0.1339 0.7488
C -0.657 -0.140 -0.657 -1.7078 -0.7540 0.5216
C -0.135 -0.479 0.776 -1.2505 1.1551 -2.0829
C 1.306 -0.175 0.544 2.5894 -1.8787 -1.3018
N 1.375 0.937 -0.367 -0.1537 1.2245 -0.3204
O 0.221 0.801 -1.225 -0.1696 -0.3269 -0.1845
H -0.745 -1.112 -1.162 0.9337 0.2525 -0.6608
H -0.440 -1.471 0.954 0.0757 -1.2105 0.6302
H -0.665 0.195 1.426 0.3378 0.2913 0.7825
H 1.853 -0.013 1.450 0.3540 0.5050 0.4972
H 1.982 -0.982 -0.047 -2.1322 1.0269 1.5511
H 1.268 1.874 0.039 -0.1950 -0.5950 0.2448
```
Positions in Å, forces in eV/Å.

natural (NBO) atomic charge list, values in e, 6 entries:
1 N -0.311
2 C 0.253
3 C 0.013
4 C -0.434
5 C -0.267
6 N -0.311


Entry 9:
C4H6N2O | wB97M-V/def2-TZVPD

Summary:
- Energy: -9271.256 eV
- ΔE to the lowest compared entry with this formula, charge and spin: 216.7 kJ/mol
- SMILES: CC(=O)[C@@H]1N=C1N
- Largest force on an atom: 0.55 eV/Å
- Molecular weight: 98.1 g/mol
- 2S+1: 1

Geometry as XYZ:
```
13
Properties=species:S:1:pos:R:3:forces:R:3
C 2.029 0.767 0.588 0.0410 0.0317 -0.0085
C 0.788 -0.035 0.287 0.0841 -0.3269 0.0203
O 0.849 -1.241 0.118 0.0477 0.3560 0.1585
C -0.546 0.633 0.137 0.2766 0.1158 -0.1634
N -1.745 0.097 0.939 -0.0880 -0.3104 -0.4406
C -1.586 -0.300 -0.241 -0.1201 0.1401 0.4136
N -2.043 -1.117 -1.225 -0.0315 0.0749 0.0647
H 2.876 0.311 0.070 -0.1002 0.0872 0.1058
H 1.942 1.823 0.318 -0.0654 -0.1650 0.0259
H 2.217 0.704 1.665 -0.0359 0.0356 -0.1086
H -0.576 1.704 -0.072 0.0209 -0.2674 -0.1085
H -1.313 -1.727 -1.579 -0.0957 0.2602 -0.1202
H -2.892 -1.620 -1.004 0.0665 -0.0316 0.1611
```
Positions in Å, forces in eV/Å.

natural (NBO) atomic charge list, values in e, 6 entries:
1 C -0.717
2 C 0.564
3 O -0.564
4 C -0.272
5 N -0.342
6 C 0.426


Repeat the fifth record exactly.
C4H6N2O | wB97M-V/def2-TZVPD

Summary:
- Energy: -9269.841 eV
- ΔE to the lowest compared entry with this formula, charge and spin: 353.2 kJ/mol
- Largest force on an atom: 4.01 eV/Å
- Molecular weight: 98.1 g/mol
- 2S+1: 1

Geometry as XYZ:
```
13
Properties=species:S:1:pos:R:3:forces:R:3
C -1.571 3.135 -0.786 -0.0867 -0.0205 -0.1426
C 0.793 -0.158 1.250 -1.7869 0.4424 -1.1968
C 0.392 -0.527 -0.184 -0.1250 2.2742 0.4905
C -0.160 -1.774 -0.700 -1.3499 -1.3682 -0.7348
N 0.583 1.214 0.741 -2.7335 -2.7730 -0.9511
N 0.283 0.724 -0.594 0.8417 -1.1110 1.5678
O -2.187 2.630 -1.582 0.0452 0.0732 0.1224
H 1.163 1.951 0.896 2.2608 2.2702 -0.0017
H -0.062 -0.400 1.977 1.8649 -0.0687 -0.5326
H 1.838 -0.386 1.423 -0.0330 -0.2759 0.8485
H -1.202 -1.649 -1.113 0.9085 0.0953 0.5981
H -0.220 -2.434 0.184 -0.1064 -0.0559 -0.5878
H 0.350 -2.327 -1.512 0.3003 0.5178 0.5202
```
Positions in Å, forces in eV/Å.

natural (NBO) atomic charge list, values in e, 6 entries:
1 C 0.506
2 C -0.305
3 C 0.184
4 C -0.681
5 N -0.474
6 N -0.230


Which formula does entry 3 have?
C4H6N2O


What is the molecular weight in the third record?
98.1 g/mol